Record 1
A structure of composition C4H24BO20 at a distorted geometry. Source: OMol25; level of theory: wB97M-V/def2-TZVPD.

As for the molecular weight: 403.03 g mol⁻¹. As for the HOMO-LUMO gap: 9.160 eV. As for the total charge: -1. The calculation puts the HOMO energy at -7.26 eV. Its relative energy (zero: lowest compared OMol25 entry of this formula, charge and spin) is 73.8 kcal per mole.

Each line ends with the Löwdin charge.
Positions of all 49 atoms, in Å:
O (-0.652, -1.549, 3.843)  0.168
O (-2.707, 1.040, 4.662)  -0.090
O (1.949, -1.947, 0.280)  0.298
O (-0.139, 3.189, 4.222)  -0.057
O (1.274, 2.634, -2.761)  -0.042
O (-0.074, -1.772, 1.743)  0.277
O (0.952, -0.249, -2.393)  0.105
O (-3.576, -1.052, 3.197)  -0.027
O (-2.243, 1.561, -1.506)  -0.027
O (3.859, 0.166, -2.973)  -0.050
O (0.798, 0.843, 3.630)  0.152
O (2.300, 1.998, -0.046)  -0.046
O (0.283, -0.453, -0.275)  0.263
O (-0.437, 2.488, 0.066)  -0.013
O (2.473, -1.997, -4.528)  -0.053
O (-0.293, 0.730, -4.425)  -0.055
O (1.518, 0.007, 1.801)  0.288
O (2.798, -2.216, -1.770)  0.109
O (-2.457, -1.334, -1.624)  -0.017
O (-2.291, -3.154, 0.760)  0.000
C (0.771, -0.042, 2.816)  -0.433
C (-0.102, -1.184, 2.832)  -0.464
C (0.997, -0.779, -1.279)  -0.387
C (1.898, -1.846, -0.985)  -0.362
B (0.946, -1.072, 0.928)  -0.725
H (-2.951, -1.686, 3.548)  0.026
H (-3.311, -1.680, -1.864)  0.049
H (1.406, 1.806, 0.204)  -0.029
H (3.224, 0.270, -3.687)  0.025
H (0.161, 0.189, -3.769)  -0.031
H (-0.840, 2.087, 0.788)  0.007
H (-2.012, 0.658, -1.700)  0.005
H (-1.542, -2.878, 1.228)  -0.021
H (1.240, 1.805, -2.295)  -0.023
H (-1.986, -3.776, 0.131)  0.031
H (3.568, -0.595, -2.448)  -0.003
H (-0.131, 0.167, -5.163)  0.006
H (2.595, -1.563, -3.681)  -0.035
H (-2.792, 0.109, 4.405)  -0.033
H (-1.021, 2.076, -0.561)  -0.033
H (0.421, 3.204, 4.988)  0.016
H (-4.312, -1.184, 3.767)  0.038
H (-1.922, 1.113, 5.255)  0.046
H (2.049, 3.153, -2.604)  0.022
H (-2.478, -1.367, -0.687)  0.006
H (2.806, 1.967, 0.793)  0.059
H (3.131, -1.675, -5.130)  0.024
H (0.039, 2.348, 3.810)  -0.037
H (-3.209, 1.466, -1.544)  0.074

***

Record 2
A cluster of 8 separate species, C4H24N2O7 in total at a distorted geometry. Source: OMol25; level of theory: wB97M-V/def2-TZVPD.

As for the molecular weight: 212.24 g mol⁻¹. As for the HOMO-LUMO gap: 8.543 eV. Its SMILES is C=C(N)CCN.O.O.O.O.O.O.O. As for the total charge: 0. The calculation puts the HOMO energy at -8.20 eV. Its relative energy (zero: lowest compared OMol25 entry of this formula, charge and spin) is 43.8 kcal per mole.

Each line ends with the Löwdin charge.
Positions of all 37 atoms, in Å:
O (2.540, 0.431, -1.229)  -0.048
O (1.436, 3.353, -0.432)  -0.039
O (-3.698, 1.468, -0.245)  -0.063
O (-0.962, 2.508, 1.152)  -0.066
O (2.262, -2.434, -0.408)  -0.055
O (-3.147, 0.031, -2.495)  -0.061
O (-0.595, -1.955, -3.014)  -0.090
N (1.499, -1.891, 2.527)  0.082
N (-0.374, -0.312, -0.728)  0.021
C (-0.787, -1.122, 0.419)  -0.249
C (1.691, 0.496, 2.256)  0.034
C (-0.463, -0.659, 1.842)  -0.160
C (0.955, -0.611, 2.358)  -0.418
H (2.736, 0.482, 2.536)  0.054
H (2.761, -0.468, -1.448)  0.019
H (-0.873, 0.566, -0.746)  0.064
H (3.342, 0.956, -1.215)  0.052
H (-4.433, 0.888, -0.243)  0.011
H (-1.181, -0.924, 2.626)  0.121
H (-0.501, -1.170, -3.562)  0.026
H (-2.560, -0.753, -2.516)  0.037
H (-1.904, 2.706, 1.206)  0.035
H (-3.190, 1.106, -0.999)  -0.010
H (-0.646, 3.253, 0.624)  0.026
H (1.887, -3.314, -0.342)  0.047
H (-1.863, -1.294, 0.425)  0.115
H (-0.256, -2.057, 0.220)  0.090
H (2.279, 3.580, -0.056)  0.038
H (-0.409, -1.593, -2.119)  -0.017
H (-2.471, 0.601, -2.896)  0.058
H (1.931, -1.894, 0.321)  -0.005
H (1.277, 1.423, 1.895)  0.039
H (0.807, -2.602, 2.552)  0.081
H (0.629, -0.176, -0.637)  0.037
H (2.439, -2.077, 2.823)  0.098
H (-0.772, 0.399, 1.818)  0.084
H (1.372, 2.507, -0.875)  0.013

***

Record 3
A cluster of 5 separate species, C4H25B2NO3 in total at a distorted geometry. Source: OMol25; level of theory: wB97M-V/def2-TZVPD.

As for the molecular weight: 156.87 g mol⁻¹. As for the HOMO-LUMO gap: 5.385 eV. As for the total charge: 0. The calculation puts the HOMO energy at -7.38 eV. Its relative energy (zero: lowest compared OMol25 entry of this formula, charge and spin) is 149.9 kcal per mole.

Each line ends with the Löwdin charge.
Positions of all 35 atoms, in Å:
O (-10.355, 0.846, 3.833)  0.363
O (-9.124, 4.789, 4.874)  -0.179
O (-8.176, -3.194, 0.487)  0.384
N (-11.870, 4.301, 5.593)  0.018
C (-12.241, 6.636, 6.057)  -0.065
C (-9.820, 5.708, 5.565)  -0.253
C (-11.368, 5.633, 5.276)  -0.406
C (-7.754, 5.043, 4.749)  -0.109
B (-13.255, -1.876, 4.392)  -0.458
B (-9.629, 0.292, -0.033)  -0.434
H (-14.226, -2.345, 4.407)  -0.098
H (-12.889, -1.729, 3.388)  -0.123
H (-13.271, 6.588, 5.704)  0.076
H (-10.145, 0.624, 2.923)  0.151
H (-10.943, 0.160, 4.158)  0.156
H (-11.972, 7.679, 5.886)  0.071
H (-10.707, 1.727, 3.980)  0.172
H (-11.450, 5.739, 4.194)  0.136
H (-9.653, 6.741, 5.258)  0.126
H (-9.155, -0.086, -0.926)  -0.101
H (-13.353, -0.903, 4.848)  -0.131
H (-8.512, -2.341, 0.205)  0.148
H (-7.299, 4.462, 3.947)  0.087
H (-11.978, 4.178, 6.589)  0.070
H (-7.729, -3.189, 1.337)  0.188
H (-8.920, -3.795, 0.572)  0.190
H (-9.975, 1.305, -0.166)  -0.084
H (-12.817, 4.235, 5.247)  0.070
H (-9.620, 5.471, 6.610)  0.132
H (-10.434, -0.374, 0.237)  -0.104
H (-8.885, 0.248, 0.747)  -0.129
H (-7.422, 6.040, 4.459)  0.088
H (-12.161, 6.412, 7.120)  0.079
H (-7.282, 4.783, 5.697)  0.089
H (-12.542, -2.308, 5.077)  -0.120

***

Record 4
A cluster of 9 separate species, C4H25N2O10 in total at a distorted geometry. Source: OMol25; level of theory: wB97M-V/def2-TZVPD.

As for the molecular weight: 261.25 g mol⁻¹. As for the HOMO-LUMO gap: 8.735 eV. As for the total charge: -1. The calculation puts the HOMO energy at -5.67 eV. Its relative energy (zero: lowest compared OMol25 entry of this formula, charge and spin) is 9.8 kcal per mole.

Each line ends with the Löwdin charge.
Positions of all 41 atoms, in Å:
O (1.315, -0.755, 3.532)  -0.075
O (-1.326, -1.038, 2.830)  -0.056
O (-3.168, 0.594, 1.716)  -0.084
O (0.820, -0.845, 0.785)  -0.122
O (-2.156, 2.831, -2.535)  -0.087
O (3.606, -2.233, -0.770)  -0.062
O (3.101, 0.392, 0.068)  -0.115
O (0.670, 1.643, 1.818)  -0.051
O (-1.782, 2.431, 0.397)  -0.085
O (0.111, -2.911, 0.451)  -0.040
N (-0.183, -1.463, -1.220)  0.092
N (0.952, 1.818, -1.747)  0.029
C (0.268, -1.730, 0.060)  -0.737
C (-1.899, -0.336, -2.467)  -0.082
C (0.387, 0.697, -2.459)  -0.235
C (-0.643, -0.138, -1.648)  -0.339
H (-3.406, -0.040, 1.021)  0.051
H (3.610, -0.392, -0.264)  0.019
H (1.290, 0.136, -2.693)  0.108
H (-0.035, 0.883, -3.446)  0.094
H (-0.926, 0.439, -0.775)  0.112
H (1.670, 1.577, -1.140)  0.002
H (-2.667, -0.855, -1.882)  0.077
H (-0.543, -0.807, 3.360)  0.025
H (-1.045, -1.730, 2.220)  0.037
H (-1.276, 2.750, -2.916)  0.012
H (-0.944, 2.396, 0.888)  0.012
H (-2.495, 0.576, -2.562)  0.056
H (1.530, 1.951, 1.569)  0.037
H (-2.248, 1.641, 0.710)  -0.018
H (2.687, -1.929, -0.926)  0.037
H (-1.940, 2.739, -1.570)  0.014
H (3.402, -3.089, -0.375)  0.057
H (-1.864, -0.707, -3.492)  0.080
H (0.608, 0.771, 1.387)  -0.003
H (-0.532, -2.237, -1.755)  0.125
H (-2.620, -0.080, 2.221)  0.028
H (0.245, 2.394, -1.314)  0.043
H (1.095, 0.179, 3.469)  0.018
H (1.430, -0.994, 2.586)  0.028
H (2.331, -0.073, 0.510)  0.002